18
Properties=species:S:1:pos:R:3 method="wB97M-V/def2-TZVPD" lumo_energy_ha=0.0345 de_lowest_kj_mol=220.3 largest_force_ev_per_a=1.51 total_energy_ev=-7888.24783 total_charge=0 smiles="C=C(CC)CC#N.[H][H]" molar_mass_da=97.16
C -1.34 0.70 1.58
C 0.03 0.31 1.07
C 0.06 -0.12 -0.37
C 1.27 -0.94 -0.73
C -0.83 0.18 -1.32
C 0.71 -2.23 -0.32
N 0.14 -3.16 0.07
H -1.77 1.51 0.98
H -1.28 1.05 2.61
H -2.03 -0.15 1.55
H 0.47 -0.47 1.70
H 0.72 1.16 1.12
H 2.18 -0.71 -0.14
H 1.53 -0.93 -1.79
H 1.63 1.59 -1.21
H -0.63 -0.06 -2.36
H -1.76 0.69 -1.10
H 0.89 1.60 -1.34